# 1
Formula: C3H8NS
Source: the OMol25 dataset
Level of theory: ωB97M-V/def2-TZVPD

The calculation puts the maximum force at 5.59 eV Å⁻¹. The total charge is -1. The frontier orbital gap is 6.38 eV. Its LUMO energy is 4.0 eV.

Each line ends with the natural charge from an NBO analysis.
Atoms and positions in Å:
C 0.52 -0.44 -2.60  -0.761
S 0.93 0.95 -1.46  -0.687
H -0.62 -0.78 -2.55  0.157
H 0.85 -0.26 -3.64  0.179
H 1.14 -1.26 -2.07  0.189
C -0.92 -0.93 3.11  -0.568
C -0.38 -0.49 2.01  0.017
N -1.03 0.21 0.95  -0.858
H -1.79 -0.31 3.63  0.177
H -0.61 -1.97 3.68  0.195
H 0.62 -0.90 1.72  0.183
H -2.01 -0.05 0.83  0.351
H -0.53 -0.03 -0.01  0.428


# 2
Formula: C3H8NS
Source: the OMol25 dataset
Level of theory: ωB97M-V/def2-TZVPD

The calculation puts the maximum force at 1.01 eV Å⁻¹. The total charge is -1. The frontier orbital gap is 6.60 eV. Its LUMO energy is 4.1 eV.

Each line ends with the natural charge from an NBO analysis.
Atoms and positions in Å:
C 1.82 -1.39 0.18  -0.750
S 1.82 0.43 0.15  -0.725
H 2.80 -1.81 -0.08  0.176
H 1.52 -1.77 1.16  0.171
H 1.13 -1.86 -0.54  0.161
C -2.68 0.30 0.70  -0.594
C -1.59 -0.07 -0.01  0.060
N -1.28 0.36 -1.28  -0.838
H -3.24 1.15 0.35  0.171
H -2.78 -0.06 1.71  0.191
H -0.82 -0.70 0.42  0.210
H -1.53 1.31 -1.53  0.358
H -0.29 0.24 -1.46  0.409


# 3
Formula: C3H8NS
Source: the OMol25 dataset
Level of theory: ωB97M-V/def2-TZVPD

The calculation puts the maximum force at 0.60 eV Å⁻¹. The total charge is -1. The frontier orbital gap is 6.64 eV. Its LUMO energy is 3.8 eV.

Each line ends with the natural charge from an NBO analysis.
Atoms and positions in Å:
S 0.32 -1.11 -3.30  -0.996
H -0.94 -1.36 -3.70  0.090
C -0.48 0.60 1.75  -0.642
C 0.22 0.25 0.47  0.205
C 1.45 -0.29 0.43  -0.580
N -0.55 0.44 -0.66  -0.858
H -1.42 0.05 1.84  0.200
H -0.75 1.66 1.76  0.200
H 0.13 0.38 2.62  0.207
H 1.81 -0.70 -0.50  0.219
H 2.04 -0.42 1.32  0.174
H -1.54 0.55 -0.51  0.349
H -0.29 -0.07 -1.54  0.432


# 4
Formula: C3H8NS
Source: the OMol25 dataset
Level of theory: ωB97M-V/def2-TZVPD

The expectation value of S² is 2.0075. The calculation puts the maximum force at 4.23 eV Å⁻¹. The total charge is +1. Its spin multiplicity is 3. The frontier orbital gap (alpha / beta) is 4.01 / 7.68 eV. Its LUMO energy (alpha / beta) is -6.1 / -6.0 eV.

Each line ends with the natural charge from an NBO analysis.
Atoms and positions in Å:
C 2.66 0.92 -0.19  0.148
C -2.21 0.47 -0.37  -0.467
C -2.47 -0.71 0.50  -0.663
N 2.75 -0.36 0.14  -0.614
S -0.65 0.88 -0.83  0.233
H 2.53 1.66 0.56  0.245
H 2.90 1.11 -1.28  0.252
H -2.99 0.82 -1.06  0.246
H -2.88 -1.33 -0.32  0.249
H -3.32 -0.58 1.19  0.248
H -1.68 -1.03 1.13  0.218
H 3.08 -1.10 -0.48  0.450
H 2.28 -0.75 1.02  0.455


# 5
Formula: C3H8O
Source: the OMol25 dataset
Level of theory: ωB97M-V/def2-TZVPD

The calculation puts the maximum force at 0.55 eV Å⁻¹. The structure (SMILES) is [H][H].C=C.C=O. The frontier orbital gap is 10.99 eV. Its LUMO energy is 0.9 eV.

Each line ends with the natural charge from an NBO analysis.
Atoms and positions in Å:
C -1.77 0.13 -0.24  -0.405
C -1.07 -0.43 -1.22  -0.387
O 1.81 0.98 -0.90  -0.507
C 2.07 0.34 0.08  0.284
H -2.50 -0.44 0.34  0.194
H -0.08 -0.25 1.71  0.006
H -1.65 1.17 0.03  0.197
H -0.34 0.14 -1.79  0.214
H -1.20 -1.48 -1.49  0.190
H 0.33 -0.22 2.34  -0.009
H 1.90 -0.75 0.15  0.113
H 2.50 0.81 0.99  0.110


# 6
Formula: C3H8O
Source: the OMol25 dataset
Level of theory: ωB97M-V/def2-TZVPD

The calculation puts the maximum force at 4.15 eV Å⁻¹. The frontier orbital gap is 8.09 eV. Its LUMO energy is -0.2 eV.

Each line ends with the natural charge from an NBO analysis.
Atoms and positions in Å:
C -1.17 -0.15 -0.57  -0.435
C -0.39 0.68 0.24  -0.026
C 1.01 0.81 -0.27  -0.664
O 0.67 -1.50 0.94  -1.231
H -0.68 -0.63 0.54  0.443
H -0.95 -0.91 -1.29  0.259
H -2.18 0.24 -0.68  0.220
H -1.01 1.41 0.73  0.232
H 1.73 1.12 0.48  0.230
H 1.00 1.45 -1.14  0.222
H 1.22 -0.23 -0.48  0.300
H 0.74 -2.28 1.50  0.450


# 7
Formula: C3H8O
Source: the OMol25 dataset
Level of theory: ωB97M-V/def2-TZVPD

The calculation puts the maximum force at 1.21 eV Å⁻¹. The structure (SMILES) is CC=O.C. The frontier orbital gap is 10.99 eV. Its LUMO energy is 1.1 eV.

Each line ends with the natural charge from an NBO analysis.
Atoms and positions in Å:
C 2.38 0.15 0.68  -0.850
H 1.53 -0.02 1.33  0.229
H 2.76 1.10 1.07  0.204
H 2.13 0.22 -0.37  0.202
H 3.16 -0.59 0.85  0.213
O -0.50 -1.05 0.42  -0.522
C -0.89 -0.32 -0.45  0.441
C -2.35 0.05 -0.61  -0.728
H -0.16 0.17 -1.09  0.105
H -2.52 0.72 -1.44  0.218
H -2.64 0.44 0.37  0.245
H -2.90 -0.88 -0.75  0.241


# 8
Formula: C3H8O
Source: the OMol25 dataset
Level of theory: ωB97M-V/def2-TZVPD

The calculation puts the maximum force at 0.56 eV Å⁻¹. The structure (SMILES) is [H][H].CCC=O. The frontier orbital gap is 10.90 eV. Its LUMO energy is 1.0 eV.

Each line ends with the natural charge from an NBO analysis.
Atoms and positions in Å:
C -0.11 -1.28 -0.65  -0.611
C 0.30 0.19 -0.58  -0.522
C -0.65 1.12 0.13  0.457
O -0.33 2.15 0.66  -0.529
H -1.19 -1.40 -0.74  0.208
H 0.22 -1.85 0.22  0.214
H 0.35 -1.75 -1.53  0.218
H 0.91 0.09 2.20  -0.032
H 1.31 0.33 -0.20  0.235
H -1.73 0.83 0.07  0.102
H 0.28 0.63 -1.59  0.235
H 0.77 0.82 2.12  0.025


# 9
Formula: C3H8O
Source: the OMol25 dataset
Level of theory: ωB97M-V/def2-TZVPD

The calculation puts the maximum force at 0.92 eV Å⁻¹. The structure (SMILES) is CC=O.C. The frontier orbital gap is 11.02 eV. Its LUMO energy is 1.1 eV.

Each line ends with the natural charge from an NBO analysis.
Atoms and positions in Å:
C 2.98 -3.64 3.39  -0.851
H 3.76 -3.21 4.01  0.213
H 2.84 -3.16 2.43  0.215
H 2.11 -3.65 4.03  0.212
H 3.22 -4.69 3.20  0.210
O -2.45 2.88 -0.66  -0.519
C -2.39 3.14 -1.83  0.442
C -1.90 2.19 -2.89  -0.725
H -2.74 4.13 -2.18  0.097
H -1.44 1.35 -2.37  0.237
H -1.22 2.68 -3.59  0.230
H -2.76 1.97 -3.54  0.238


# 10
Formula: C3H8O
Source: the OMol25 dataset
Level of theory: ωB97M-V/def2-TZVPD

The calculation puts the maximum force at 0.38 eV Å⁻¹. The structure (SMILES) is CC(C)O. The frontier orbital gap is 11.29 eV. Its LUMO energy is 1.0 eV.

Each line ends with the natural charge from an NBO analysis.
Atoms and positions in Å:
C -0.34 -0.69 1.16  -0.617
C 0.39 0.19 0.16  0.093
C -0.51 0.60 -1.02  -0.644
O 1.51 -0.57 -0.29  -0.722
H 0.36 -1.09 1.89  0.220
H -1.11 -0.11 1.68  0.209
H -0.82 -1.53 0.65  0.207
H 0.75 1.09 0.67  0.152
H -0.68 1.68 -1.08  0.210
H -0.02 0.28 -1.95  0.218
H -1.49 0.11 -0.99  0.211
H 2.05 0.01 -0.85  0.464


# 11
Formula: C3H8O
Source: the OMol25 dataset
Level of theory: ωB97M-V/def2-TZVPD

The calculation puts the maximum force at 0.49 eV Å⁻¹. The frontier orbital gap is 9.56 eV. Its LUMO energy is 0.9 eV.

Each line ends with the natural charge from an NBO analysis.
Atoms and positions in Å:
C -1.80 0.14 -0.76  -0.860
C 0.49 -1.28 1.01  0.072
O 0.92 -0.06 1.16  -0.480
C 1.80 0.42 0.12  -0.261
H -1.78 0.60 -1.76  0.213
H -2.81 -0.23 -0.55  0.216
H -1.52 0.88 -0.01  0.209
H -1.10 -0.70 -0.73  0.220
H -0.19 -1.39 1.89  0.078
H 2.14 -0.43 -0.48  0.207
H 1.23 1.12 -0.49  0.194
H 2.63 0.93 0.60  0.193


# 12
Formula: C3H8O2
Source: the OMol25 dataset
Level of theory: ωB97M-V/def2-TZVPD

The calculation puts the maximum force at 3.54 eV Å⁻¹. The structure (SMILES) is COCCO. The frontier orbital gap is 10.96 eV. Its LUMO energy is 0.9 eV.

Each line ends with the natural charge from an NBO analysis.
Atoms and positions in Å:
C -1.77 -0.48 0.34  -0.291
C 0.03 0.99 -0.13  -0.099
C 1.17 0.26 0.51  -0.092
H -2.77 -0.77 -0.28  0.212
H -1.26 -1.55 0.80  0.177
H -2.00 0.23 1.32  0.185
H 0.40 1.60 -1.01  0.192
H -0.47 1.72 0.55  0.179
H 0.81 -0.08 1.56  0.145
H 2.01 0.93 0.68  0.183
H 0.92 -1.04 -0.84  0.474
O -0.94 0.10 -0.65  -0.560
O 1.66 -0.80 -0.24  -0.706


# 13
Formula: C3H8O2
Source: the OMol25 dataset
Level of theory: ωB97M-V/def2-TZVPD

The calculation puts the maximum force at 2.39 eV Å⁻¹. The structure (SMILES) is O=CO.CC. The frontier orbital gap is 11.63 eV. Its LUMO energy is 0.6 eV.

Each line ends with the natural charge from an NBO analysis.
Atoms and positions in Å:
C 2.49 2.95 0.30  -0.613
C 1.68 3.66 1.44  -0.602
H 2.39 1.91 0.56  0.209
H 3.45 3.44 0.15  0.209
H 1.92 3.12 -0.62  0.199
H 2.33 3.88 2.29  0.201
H 1.17 4.57 1.12  0.200
H 0.90 2.98 1.76  0.196
O -3.56 -6.71 -0.82  -0.527
C -3.54 -5.60 -1.22  0.641
O -2.52 -5.17 -2.00  -0.694
H -4.31 -4.83 -1.05  0.096
H -2.39 -4.20 -1.91  0.485


# 14
Formula: C3H8O2
Source: the OMol25 dataset
Level of theory: ωB97M-V/def2-TZVPD

The calculation puts the maximum force at 4.51 eV Å⁻¹. The structure (SMILES) is C/C=C/O.O. The frontier orbital gap is 9.67 eV. Its LUMO energy is 0.8 eV.

Each line ends with the natural charge from an NBO analysis.
Atoms and positions in Å:
C -1.43 1.21 0.52  -0.645
C -0.10 0.61 0.22  -0.315
C -0.11 -0.69 0.45  0.106
O 0.99 -1.51 0.93  -0.706
H -2.14 0.93 -0.34  0.220
H -2.04 0.73 1.46  0.216
H -1.45 2.38 0.66  0.232
H 0.78 1.14 -0.10  0.235
H -1.03 -1.28 0.73  0.185
H 1.86 -0.89 0.80  0.480
H 1.31 -1.16 -1.08  0.478
H 1.47 -0.78 -2.57  0.473
O 1.91 -0.69 -1.69  -0.957


# 15
Formula: C3H8O2
Source: the OMol25 dataset
Level of theory: ωB97M-V/def2-TZVPD

The calculation puts the maximum force at 5.15 eV Å⁻¹. The structure (SMILES) is C=C(C)O.O. The frontier orbital gap is 9.16 eV. Its LUMO energy is 0.4 eV.

Each line ends with the natural charge from an NBO analysis.
Atoms and positions in Å:
C 1.65 -1.89 -0.16  -0.502
C 0.88 -0.71 -0.10  0.310
O 1.02 0.12 0.93  -0.704
C 0.16 -0.04 -1.20  -0.692
H 1.69 -2.29 -1.20  0.207
H 2.19 -2.22 0.73  0.218
H 0.20 0.03 1.49  0.474
H 0.54 -0.38 -2.15  0.224
H 0.31 1.05 -1.02  0.237
H -1.02 -0.23 -1.33  0.228
H -2.53 1.38 1.19  0.469
H -3.66 2.30 0.53  0.477
O -2.76 1.90 0.38  -0.946


# 16
Formula: C3H8O2
Source: the OMol25 dataset
Level of theory: ωB97M-V/def2-TZVPD

The calculation puts the maximum force at 3.17 eV Å⁻¹. The structure (SMILES) is C=C(C)O.O. The frontier orbital gap is 10.13 eV. Its LUMO energy is 0.7 eV.

Each line ends with the natural charge from an NBO analysis.
Atoms and positions in Å:
C -1.97 0.47 1.05  -0.532
C -0.90 -0.19 0.66  0.327
O -0.89 -1.04 -0.54  -0.700
C 0.41 -0.16 1.40  -0.673
H -1.83 1.08 1.92  0.218
H -2.98 0.25 0.61  0.204
H -1.82 -0.94 -0.79  0.472
H 0.36 0.32 2.32  0.231
H 1.26 0.15 0.72  0.217
H 0.56 -1.14 1.88  0.234
H 2.77 0.48 -1.28  0.461
H 1.91 0.47 -2.46  0.466
O 2.71 0.87 -2.16  -0.925


# 17
Formula: C3H8O2
Source: the OMol25 dataset
Level of theory: ωB97M-V/def2-TZVPD

The calculation puts the maximum force at 0.48 eV Å⁻¹. The structure (SMILES) is OCCCO. The frontier orbital gap is 10.77 eV. Its LUMO energy is 0.7 eV.

Each line ends with the natural charge from an NBO analysis.
Atoms and positions in Å:
O 0.26 -0.60 -1.58  -0.733
C 0.39 0.70 -0.97  -0.071
C 0.00 0.75 0.53  -0.464
C -0.27 -0.63 1.13  -0.058
O -1.30 -1.32 0.46  -0.733
H 1.03 -1.14 -1.34  0.474
H -0.28 1.34 -1.55  0.187
H 1.41 1.06 -1.12  0.169
H -0.89 1.37 0.66  0.211
H 0.81 1.23 1.10  0.208
H 0.67 -1.21 1.14  0.138
H -0.58 -0.52 2.18  0.186
H -1.03 -1.32 -0.47  0.486


# 18
Formula: C3H8O2P
Source: the OMol25 dataset
Level of theory: ωB97M-V/def2-TZVPD

The calculation puts the maximum force at 1.23 eV Å⁻¹. The total charge is -1. The frontier orbital gap (alpha / beta) is 7.91 / 8.39 eV. Its LUMO energy (alpha / beta) is 3.8 / 3.9 eV.

Each line ends with the natural charge from an NBO analysis.
Atoms and positions in Å:
C -1.69 -0.66 0.66  -0.687
C -0.76 0.12 1.52  -0.317
C 1.00 1.07 -0.34  -0.716
O 2.69 0.26 -2.20  -1.169
O 0.29 -0.63 -2.37  -1.181
P 1.44 -0.21 -1.53  1.994
H -1.14 -1.24 -0.08  0.252
H -2.28 -1.37 1.26  0.184
H -2.38 0.00 0.13  0.204
H -0.01 -0.42 2.07  0.167
H -1.05 1.09 1.90  0.164
H 0.34 1.84 -0.71  0.179
H 1.77 1.40 0.34  0.175
H 1.78 -1.25 -0.64  -0.249


# 19
Formula: C3H8O2P
Source: the OMol25 dataset
Level of theory: ωB97M-V/def2-TZVPD

The calculation puts the maximum force at 5.61 eV Å⁻¹. The total charge is -1. The frontier orbital gap (alpha / beta) is 9.09 / 5.52 eV. Its LUMO energy (alpha / beta) is 3.9 / 3.3 eV.

Each line ends with the natural charge from an NBO analysis.
Atoms and positions in Å:
C 0.50 1.76 0.08  -0.636
C 1.38 -2.76 0.39  -0.609
C -0.53 1.17 -0.86  -0.714
O -1.74 0.20 1.50  -1.146
O -2.62 -0.89 -0.76  -1.136
P -1.49 -0.34 0.08  1.731
H 0.84 2.78 -0.28  0.168
H -0.22 1.87 1.03  0.254
H 1.36 1.22 0.13  0.188
H 1.80 -1.96 1.21  0.162
H 1.06 -3.71 0.74  0.168
H 1.16 -2.19 -0.49  0.178
H -0.09 1.04 -1.81  0.190
H -1.41 1.81 -0.95  0.202


# 20
Formula: C3H8O2P
Source: the OMol25 dataset
Level of theory: ωB97M-V/def2-TZVPD

The calculation puts the maximum force at 2.80 eV Å⁻¹. The total charge is -1. The frontier orbital gap (alpha / beta) is 6.87 / 6.87 eV. Its LUMO energy (alpha / beta) is 4.0 / 4.0 eV.

Each line ends with the natural charge from an NBO analysis.
Atoms and positions in Å:
C 1.48 1.30 0.93  -1.228
C -1.58 0.75 0.31  -0.258
C 0.19 -1.41 -1.46  -1.006
O 1.27 -1.33 1.86  -1.119
O -0.76 -0.10 1.16  -0.849
P 0.86 -0.33 0.85  2.004
H 2.56 1.37 0.98  0.200
H 0.98 1.93 0.18  0.182
H -0.92 1.54 -0.10  0.185
H -2.55 0.96 0.79  0.175
H -1.82 0.09 -0.48  0.174
H -0.42 -0.78 -2.12  0.172
H 1.21 -1.70 -1.76  0.188
H -0.49 -2.28 -1.15  0.181